Entry 1:
Density functional theory data (the ωB97M-V functional and the def2-TZVPD basis) for a single C5H10N2O molecule at a distorted geometry.

Last column: Löwdin charge in e.
Atoms and positions in Å:
H 0.37070 -2.67051 0.35086  0.12
H 0.25392 -1.71248 3.13422  0.08
C 0.08476 -1.94290 1.09742  -0.20
C 0.98339 1.50051 -0.83673  -0.23
H -0.11567 -0.72775 -1.28176  0.12
H -1.71425 -0.51643 -1.05061  0.11
H -0.73251 -0.08149 1.60433  0.11
H 1.26884 1.97459 -1.79780  0.12
N 0.14550 -2.40864 2.41516  0.03
C -0.53869 1.26831 -0.74828  -0.36
H -1.91052 1.16671 -2.27878  0.06
H -0.93600 1.84411 0.09365  0.14
H -1.08214 2.62345 -2.20368  0.07
O 1.78249 1.10608 -0.03348  0.06
H 0.74797 -3.19325 2.60117  0.07
C -0.77518 -0.25020 -0.54958  -0.18
N -1.05533 1.62727 -2.06781  0.03
C -0.40115 -0.74028 0.81039  -0.14

ΔE to the lowest compared entry with this formula, charge and spin = 40.97 kcal per mole
orbital gap = 9.021 eV
SMILES = N/C=C/C[C@H](N)C=O
HOMO energy = -7.889 eV

***

Entry 2:
Density functional theory data (the ωB97M-V functional and the def2-TZVPD basis) for 7 unconnected molecules or ions with the total composition C12H26F10N7O22S10 at a distorted geometry.

Last column: Löwdin charge in e.
Atoms and positions in Å:
C 3.00807 4.70734 -0.24672  0.01
F -3.69684 -5.36668 1.79227  -0.21
S -3.76395 -4.08030 -4.02398  0.53
H 0.32199 3.25591 1.30742  0.10
N 0.66941 5.76885 0.34242  0.11
S 2.57942 -4.20354 1.75659  0.42
S 0.50553 -1.76291 -3.77504  0.48
O 3.52654 -5.14811 1.23330  -0.27
S -6.75090 -4.94291 3.98891  0.55
F 6.85241 2.46042 3.99145  -0.24
S 0.93214 -5.83567 1.98534  0.52
F 3.83154 -1.27815 3.72537  -0.21
F -0.55582 -5.52973 2.37459  -0.19
H -1.48327 8.33783 -0.64320  0.09
H -1.90208 6.91265 0.25712  0.09
H 1.60114 2.44367 0.48609  0.10
O -0.18646 -0.57616 -4.22954  -0.29
C 0.95328 3.86708 -1.48831  -0.14
S -4.57980 -5.48837 3.13436  0.44
O 0.70638 -6.88434 1.05857  -0.25
C -0.39672 -0.97970 1.15842  -0.34
H 1.83666 7.95522 -0.34680  0.09
H 1.20180 5.38421 -3.00683  0.11
O 3.71749 0.27314 2.06187  -0.31
H 0.10217 3.23581 -1.22386  0.12
S 1.44939 -0.29552 -2.17823  0.58
O -5.76986 -3.57875 -6.00802  -0.31
O -6.25707 -5.14040 5.33119  -0.31
H 3.17017 5.61631 -0.83271  0.07
H 1.57368 3.13983 -2.01199  0.13
O 7.49992 0.70901 2.68727  -0.30
H 0.44418 -2.83309 0.68180  0.06
C 1.32361 3.41224 0.90330  -0.02
C -1.49913 -3.05307 0.09774  0.02
H 0.47503 -0.15122 3.06385  0.10
H 3.50130 3.93635 -0.83673  0.12
N -5.35567 -4.56690 -3.71334  -0.25
S 4.77519 -0.36863 2.79102  0.54
O -7.77116 -5.79514 3.41754  -0.31
H 0.15751 -2.18001 -0.71212  0.07
F -0.68369 -2.92366 -3.67960  -0.22
H -1.15506 6.43868 -2.44342  0.13
S 6.26136 1.33202 3.02574  0.36
H 1.35575 0.02302 1.55101  0.07
H -1.29948 5.26249 -1.23960  0.12
C 1.22470 7.69207 -1.20956  0.01
O -5.09164 -5.92526 -5.83137  -0.32
C -1.07404 7.58339 0.02702  -0.01
H -0.13755 4.38356 -3.30394  0.13
O 2.84592 -3.66610 3.05830  -0.29
H -1.17628 -3.91209 -0.49367  0.11
F -7.52341 -3.55161 4.21588  -0.23
C 0.40359 4.85338 -2.48285  -0.16
H 1.91167 7.29088 -1.95559  0.07
N 1.12526 -4.32486 1.34992  -0.28
N 0.81799 -1.88393 -2.29075  -0.26
O 0.81515 0.68398 -1.29271  -0.31
F -3.61131 -3.29036 -2.63803  -0.22
H 1.94772 3.61670 1.77288  0.10
H 3.58783 4.88586 0.65775  0.10
O 5.69771 2.28720 2.05652  -0.34
N -5.63215 -4.42100 2.84325  -0.28
C 0.73005 -0.65558 2.13175  0.03
S -5.64655 -4.75114 -5.18755  0.40
H -1.75775 -3.59976 1.00389  0.09
O -2.80865 -5.14046 -3.84693  -0.29
O -1.39374 -0.33965 1.04280  0.13
H 0.86818 8.55565 -1.77062  0.09
H -2.24306 -2.48345 -0.45244  0.10
O 1.40822 -2.40376 -4.71802  -0.28
F 2.59914 -0.72272 -1.22090  -0.17
H 1.23381 -1.52404 2.55792  0.07
O -3.34192 -3.05859 -4.95558  -0.28
C 0.06918 6.75764 -0.65100  -0.40
O 5.60364 -1.33261 2.10524  -0.25
H -0.72437 8.04748 0.94810  0.08
F 2.98537 -2.88861 0.89267  -0.21
O 2.26196 0.26471 -3.24499  -0.29
C 1.47827 4.48204 -0.16698  -0.36
O -3.60866 -5.08106 4.14593  -0.32
C -0.54009 5.84833 -1.76359  -0.13
N 5.46342 0.57307 4.04850  -0.24
O -4.98715 -6.90335 3.07071  -0.32
N -0.24326 -2.22208 0.23188  0.07
F -7.20189 -5.31871 -5.04313  -0.26
O 1.45184 -6.17130 3.29278  -0.26
O 0.98674 6.25701 1.50195  0.18

total charge = -3
orbital gap = 2.057 eV
HOMO energy = -3.261 eV

***

Entry 3:
Density functional theory data (the ωB97M-V functional and the def2-TZVPD basis) for a molecular structure, C3H5FS2 at a distorted geometry.

Last column: Löwdin charge in e.
Atoms and positions in Å:
F -0.27815 1.44253 -0.80492  -0.05
C 0.72621 1.13290 0.07313  -0.32
H 0.17257 1.35650 0.97670  0.12
C 1.26179 -0.21588 -0.07017  -1.25
H -1.37475 -0.01926 0.96977  0.07
C -1.35667 -0.83511 0.14369  -0.33
H 1.45569 1.75261 -0.13640  0.05
S 2.77546 -0.43843 -0.22129  0.75
S 0.32089 -1.56053 -0.51917  0.84
H -1.84104 -1.85776 0.52187  0.05
H -1.86201 -0.75759 -0.93319  0.06

ΔE to the lowest compared entry with this formula, charge and spin = 48.65 kcal per mole
orbital gap = 8.471 eV
HOMO energy = -8.755 eV

***

Entry 4:
Density functional theory data (the ωB97M-V functional and the def2-TZVPD basis) for a molecular structure, C26H42F3IN3O6PS at a distorted geometry.

Last column: Löwdin charge in e.
Atoms and positions in Å:
H -0.47252 -1.96020 -2.53324  0.13
H 5.68136 0.68598 -0.87931  0.08
H -0.50854 -1.93989 1.02270  0.17
H -0.39306 -0.55880 2.64097  0.18
I 0.47678 -5.44418 -2.76995  0.35
H -0.11772 -1.10050 -4.89250  0.08
H -2.18625 0.50552 3.55903  0.15
H 0.29510 0.60265 -5.45770  0.08
C 5.78438 -1.50367 -0.11003  -0.26
O -1.54842 3.30418 -2.14620  -0.08
H -3.49931 0.92367 -0.57599  0.11
H 1.51105 -4.82809 -0.06076  0.09
O -1.18186 -3.26804 3.38782  0.03
C -1.37313 0.41224 -1.12522  -0.35
H 1.21678 -0.05727 -3.99867  0.09
H -1.86989 1.80376 2.31917  0.13
H 1.45731 -3.11718 0.61537  0.09
O 4.75140 -1.84686 -1.10154  -0.19
O -0.41116 0.54186 -2.23320  -0.13
H 7.18757 0.20811 0.12775  0.08
H 5.44182 -1.85508 0.93832  0.11
H 5.60297 0.45447 1.00868  0.07
C 0.93185 1.64622 1.83080  -0.17
H -0.04204 -4.16169 -2.00135  -0.48
C -2.41646 -2.29597 1.48952  -0.10
C -1.43078 4.54433 -1.42092  -0.38
H 4.36053 -3.58997 0.17443  0.13
H -3.60830 2.99081 -2.47184  0.15
H -2.27861 -3.36986 1.08436  0.11
O -1.90543 5.60467 -1.90662  0.07
H -1.87390 -0.08317 -3.75679  0.10
H -1.23985 2.02551 0.27917  0.08
F -4.63279 0.19164 3.99861  0.10
C -2.17065 0.68890 2.41554  -0.11
H -4.15388 -1.28510 -0.65054  0.00
H -3.34278 0.71049 -2.36675  0.10
F -5.73621 1.18715 2.28991  0.10
C -0.01237 -3.46227 -1.02723  -0.49
C 1.38899 2.94570 3.79444  -0.13
P -3.05117 -1.86631 -1.40057  0.41
N -0.65681 1.31074 -0.15148  0.08
C 1.46641 -3.72809 -0.37242  -0.28
H 6.74417 -2.09969 -0.32450  0.13
C -0.25642 -1.91575 -1.39456  -0.15
H -2.87918 -2.08125 3.85797  0.14
C -2.17186 -2.53885 3.08645  -0.13
H 4.11822 3.66746 1.40902  0.10
C 3.85195 -2.74028 -0.39562  -0.25
C 2.67840 -3.35096 -1.35280  -0.20
C -0.94938 0.54815 -3.54274  -0.26
C 0.20597 -0.06986 -4.52900  -0.06
C -2.76183 1.10773 -1.45008  -0.12
F -4.10363 2.35518 3.37312  0.11
H -0.75227 -3.92214 -0.28988  0.06
C 2.66894 3.65635 3.32188  -0.03
C 0.09159 0.63083 0.89801  -0.18
H 3.32031 -2.09371 0.40992  0.11
H -0.69199 5.76304 0.32546  0.10
N 0.55203 2.00858 3.14668  0.06
C -1.46839 -1.16467 -0.59315  -0.36
H 0.76724 -1.41992 -1.17518  0.12
H 0.84374 -0.16816 0.57630  0.16
C -0.69096 4.66778 0.00308  0.01
N -1.37952 -1.34871 0.89514  -0.03
H 0.39912 4.32755 -0.03284  0.09
H -3.48175 -1.91147 1.41310  0.12
C 2.21470 2.22551 1.20906  -0.01
O -3.53204 0.57168 1.94641  -0.03
H 3.24154 4.43018 3.94696  0.10
S -3.32133 -3.75800 -1.51552  0.25
H 1.04102 3.25312 4.85122  0.11
H -1.23163 4.06966 0.81684  0.07
H -3.09674 3.19266 -0.72407  0.13
C 3.17297 3.25323 1.88248  -0.01
C 6.04521 0.07537 0.01031  -0.10
H 3.13788 -4.28794 -1.82182  0.08
C -2.78271 2.68731 -1.72036  -0.16
H -3.23830 -1.39250 -2.76104  0.01
H -1.17005 1.58771 -4.00560  0.13
H 2.41207 -2.55852 -2.12964  0.11
H 2.51762 1.88659 0.15259  0.11
C -4.46100 1.07198 2.90663  -0.45
C -1.04416 -0.18177 1.75398  -0.16

orbital gap = 3.930 eV
HOMO energy = -5.124 eV

***

Q: Which value of HOMO energy does entry 1 give?
A: -7.889 eV

***

Q: Which value of HOMO energy does entry 1 give?
A: -7.889 eV